[1]
Formula: C31H51AsIrN5O4SSe
Source: OMol25
Level of theory: ωB97M-V/def2-TZVPD

Last column: Löwdin spin population.
Atoms and positions in Å:
Ir: -0.783 -0.195 -2.996  0.00
C: -2.394 -2.125 -1.215  0.01
N: -2.622 -1.194 -2.338  0.00
C: -3.096 -1.955 -3.524  0.00
C: -3.612 -0.159 -1.965  0.00
C: -3.413 1.062 -2.804  0.00
N: -2.017 1.541 -2.693  0.00
C: -1.729 2.165 -1.385  0.00
C: -1.720 2.490 -3.790  0.00
H: -3.336 -2.593 -0.921  0.00
H: -1.972 -1.596 -0.362  0.01
H: -1.703 -2.909 -1.523  0.00
H: -4.064 -2.413 -3.310  0.00
H: -2.387 -2.746 -3.761  0.00
H: -3.194 -1.303 -4.388  0.00
H: -3.493 0.067 -0.905  0.00
H: -4.632 -0.527 -2.102  0.00
H: -4.115 1.839 -2.489  0.00
H: -3.611 0.845 -3.854  0.00
H: -2.337 3.065 -1.265  0.00
H: -0.676 2.438 -1.337  0.00
H: -1.944 1.480 -0.567  0.00
H: -2.449 3.304 -3.802  0.00
H: -1.752 1.975 -4.746  0.00
H: -0.728 2.913 -3.643  0.00
O: 2.382 2.501 0.363  0.00
S: 2.403 1.093 0.158  0.01
O: 2.129 0.265 1.326  0.09
N: 1.294 0.649 -1.020  0.02
C: 1.895 0.056 -2.004  0.00
O: 1.227 -0.465 -2.995  0.00
C: 3.360 -0.038 -1.917  0.00
C: 4.241 -0.574 -2.840  0.00
C: 5.587 -0.634 -2.498  0.00
C: 6.028 -0.172 -1.263  0.00
C: 5.146 0.403 -0.349  0.00
C: 3.820 0.462 -0.709  0.00
H: 3.884 -0.937 -3.795  0.00
H: 6.304 -1.044 -3.197  0.00
H: 7.076 -0.252 -1.012  0.00
H: 5.497 0.776 0.603  0.00
C: -0.895 4.727 4.795  0.00
C: 0.042 3.825 3.997  0.00
C: -0.670 2.990 2.932  0.00
C: -1.497 1.840 3.510  0.00
N: -0.651 0.731 3.951  0.04
C: -0.080 -0.185 3.140  0.01
Se: -0.411 -0.314 1.316  0.63
N: 0.706 -0.996 3.870  0.03
C: 1.516 -2.119 3.391  0.00
C: 0.840 -3.485 3.544  0.00
C: -0.411 -3.718 2.691  0.00
C: -1.718 -3.272 3.349  0.00
C: 0.623 -0.611 5.192  0.03
C: 1.183 -1.156 6.348  0.00
C: 0.825 -0.575 7.541  0.03
C: -0.055 0.525 7.597  0.02
C: -0.590 1.081 6.459  0.00
C: -0.239 0.488 5.245  0.03
H: -0.330 5.324 5.508  0.00
H: -1.643 4.161 5.356  0.00
H: -1.436 5.406 4.135  0.00
H: 0.614 3.179 4.670  0.00
H: 0.773 4.456 3.488  0.00
H: 0.068 2.578 2.239  0.00
H: -1.341 3.637 2.360  0.00
H: -2.185 1.456 2.760  0.00
H: -2.081 2.174 4.366  0.00
H: 2.440 -2.116 3.968  0.00
H: 1.768 -1.924 2.351  0.00
H: 0.594 -3.652 4.596  0.00
H: 1.599 -4.218 3.263  0.00
H: -0.487 -4.788 2.489  0.00
H: -0.290 -3.224 1.722  0.00
H: -1.792 -3.679 4.358  0.00
H: -2.575 -3.648 2.788  0.00
H: -1.811 -2.186 3.415  0.00
H: 1.851 -2.005 6.317  0.00
H: 1.219 -0.976 8.465  0.00
H: -0.324 0.935 8.560  0.00
H: -1.265 1.924 6.512  0.00
C: 1.003 -2.376 -5.671  0.00
As: 0.367 -0.611 -6.074  0.00
C: -0.361 -0.618 -7.843  0.00
C: 1.739 0.726 -5.946  0.00
O: -0.961 -0.217 -5.046  0.00
H: 1.829 -2.619 -6.340  0.00
H: 0.189 -3.079 -5.843  0.00
H: 1.327 -2.431 -4.634  0.00
H: 0.421 -0.911 -8.544  0.00
H: -0.726 0.374 -8.103  0.00
H: -1.183 -1.330 -7.887  0.00
H: 2.597 0.422 -6.545  0.00
H: 2.036 0.857 -4.909  0.00
H: 1.344 1.665 -6.331  0.00

Computed properties:
ΔE to the lowest compared entry with this formula, charge and spin in kcal per mole: 67.37
Spin multiplicity: 2
E_tot in hartree: -6925.3477
Net charge: +3
LUMO energy (alpha / beta) in eV: -9.94 / -9.94

---

[2]
Formula: C31H51B2BrN11O4
Source: OMol25
Level of theory: ωB97M-V/def2-TZVPD

Last column: Löwdin charge in e.
Atoms and positions in Å:
C: -1.599 3.880 5.578  -0.20
C: -1.876 2.446 4.937  -0.28
C: -2.306 1.340 5.992  -0.49
Br: -3.307 2.273 7.479  0.64
B: -3.175 0.065 5.361  -0.94
N: -2.868 -1.161 6.280  0.07
C: -2.717 -0.368 3.849  -0.11
C: -1.316 -1.162 3.823  -0.16
C: -0.591 -0.780 2.452  -0.25
N: -1.141 -1.508 1.281  -0.06
C: -2.135 -0.716 0.523  -0.18
C: -1.469 0.475 -0.267  -0.12
C: -0.877 0.183 -1.575  -0.04
C: -0.231 1.245 -2.386  -0.09
C: -0.156 2.601 -1.837  -0.10
C: -0.728 2.929 -0.540  -0.03
C: -1.397 1.847 0.212  -0.23
O: -1.972 2.207 1.427  0.00
O: -4.639 0.321 5.532  0.10
B: -5.192 1.042 4.503  -0.77
O: -5.222 2.459 4.371  0.11
O: -5.836 0.295 3.429  0.07
H: -1.021 3.816 6.531  0.05
H: -2.528 4.484 5.699  0.05
H: -0.949 4.449 4.845  0.06
H: -2.583 2.572 4.083  0.08
H: -0.879 2.127 4.517  0.11
H: -1.352 0.994 6.484  0.08
H: -3.457 -0.993 7.104  0.04
H: -1.889 -1.173 6.561  0.02
H: -2.580 0.482 3.127  0.06
H: -3.459 -1.087 3.386  0.11
H: -0.666 -0.717 4.626  0.10
H: -1.449 -2.264 3.902  0.10
H: 0.482 -1.105 2.572  0.08
H: -0.563 0.336 2.336  0.09
H: -0.353 -1.604 0.627  0.06
H: -3.016 -0.389 1.120  0.10
H: -2.536 -1.404 -0.278  0.11
H: -0.929 -0.852 -1.986  0.07
H: 0.209 1.060 -3.415  0.04
H: 0.335 3.441 -2.387  0.09
H: -0.696 3.949 -0.084  0.10
H: -1.833 3.153 1.588  0.10
H: -4.760 2.693 3.547  0.09
H: -5.441 0.573 2.585  0.09
C: -0.427 -0.332 -6.599  -0.10
C: 0.520 0.616 -5.947  -0.30
N: 1.246 1.344 -5.433  0.13
H: 0.082 -1.266 -6.831  0.07
H: -1.259 -0.539 -5.928  0.07
H: -0.812 0.102 -7.522  0.06
C: 2.718 1.273 -9.170  -0.06
C: 1.663 0.348 -9.645  -0.28
N: 0.844 -0.368 -10.010  0.12
H: 2.537 1.538 -8.128  0.07
H: 3.694 0.795 -9.251  0.08
H: 2.712 2.183 -9.769  0.06
C: 3.808 -0.112 1.574  -0.12
C: 2.813 0.477 2.498  -0.26
N: 2.041 0.937 3.213  0.14
H: 4.508 -0.725 2.133  0.03
H: 3.321 -0.738 0.820  0.00
H: 4.356 0.685 1.070  0.06
C: 0.315 -4.024 -3.005  -0.05
C: 0.290 -2.661 -3.583  -0.22
N: 0.266 -1.601 -4.024  0.18
H: 0.000 -3.988 -1.961  0.09
H: -0.361 -4.674 -3.560  0.08
H: 1.324 -4.430 -3.059  0.06
C: 3.944 -3.191 -1.713  -0.07
C: 2.953 -2.577 -0.786  -0.25
N: 2.169 -2.122 -0.075  0.17
H: 4.643 -3.812 -1.152  0.08
H: 3.427 -3.810 -2.446  0.06
H: 4.499 -2.415 -2.232  0.05
C: 7.827 -1.488 -0.527  -0.05
C: 6.417 -1.082 -0.726  -0.21
N: 5.325 -0.766 -0.881  0.17
H: 8.461 -0.605 -0.467  0.08
H: 7.920 -2.058 0.397  0.08
H: 8.155 -2.107 -1.362  0.08
C: -7.008 -1.969 5.095  -0.06
C: -7.932 -3.025 5.579  -0.28
N: -8.649 -3.842 5.952  0.09
H: -6.717 -1.319 5.919  0.08
H: -6.115 -2.425 4.672  0.09
H: -7.498 -1.371 4.328  0.07
C: 1.470 4.302 -12.661  -0.07
C: 1.135 4.469 -11.228  -0.28
N: 0.867 4.610 -10.117  0.13
H: 2.395 3.734 -12.761  0.08
H: 0.668 3.767 -13.169  0.08
H: 1.600 5.278 -13.127  0.08
C: 4.541 -2.094 5.142  -0.05
C: 4.182 -2.541 3.777  -0.27
N: 3.898 -2.890 2.721  0.15
H: 5.594 -2.298 5.333  0.08
H: 4.360 -1.023 5.239  0.08
H: 3.935 -2.625 5.876  0.08

Computed properties:
E_tot in hartree: -4738.9168
Net charge: -1
LUMO energy in eV: 1.35